Molecular formula: C5H9NS
Method: DFT, ωB97M-V/def2-TZVPD

Last column: Mulliken charge in e.
Element x y z (Å)
C1 -0.188 -3.279 1.590  -0.4319
C2 -0.048 -2.406 2.427  -0.2562
C3 0.619 1.084 -0.268  -0.4981
C4 -0.614 1.759 -0.727  -0.3916
C5 0.439 -0.427 -0.331  -0.6263
N1 -1.674 0.865 -0.393  -0.4508
S1 -1.173 -0.579 0.499  -0.0940
H1 -0.639 -4.193 1.305  0.2981
H2 -2.084 0.473 -1.223  0.2899
H3 -0.015 -1.440 2.840  0.4123
H4 1.481 1.243 -0.954  0.3302
H5 0.759 1.341 0.796  0.2547
H6 -0.976 2.850 -0.420  0.2335
H7 -0.451 1.640 -1.845  0.2096
H8 0.506 -1.012 -1.246  0.3548
H9 1.225 -1.033 0.217  0.3658

Results
Structure (SMILES)   C1CNSC1.C#C
LUMO level   0.88 eV
Relative energy (zero: lowest compared OMol25 entry of this formula, charge and spin)   95.9 kcal per mole
Orbital gap   9.151 eV


Molecular formula: C3H9N3
Method: DFT, ωB97M-V/def2-TZVPD

Last column: Mulliken charge in e.
Element x y z (Å)
C1 -1.283 -0.347 0.103  -0.0953
C2 3.068 -0.460 0.061  -0.2991
C3 2.384 0.830 0.296  -0.3750
H1 -3.639 -0.788 0.657  0.2321
H2 -4.230 0.279 -0.474  0.2590
H3 -0.287 -0.210 -0.257  0.1966
H4 -1.450 -0.997 0.974  0.1944
H5 3.836 -0.521 -0.698  0.2320
H6 3.181 -1.158 0.878  0.2225
H7 2.685 1.667 -0.331  0.2011
H8 2.050 1.101 1.278  0.2091
H9 1.597 -0.137 -1.323  0.1903
N1 -3.486 0.118 0.216  -0.4302
N2 -2.286 0.249 -0.398  -0.2417
N3 1.664 -0.277 -0.314  -0.4959

Results
Structure (SMILES)   C1CN1.C=NN
LUMO level   1.18 eV
Relative energy (zero: lowest compared OMol25 entry of this formula, charge and spin)   74.9 kcal per mole
Orbital gap   9.981 eV


Molecular formula: CH3FS2
Method: DFT, ωB97M-V/def2-TZVPD

Last column: Mulliken charge in e.
Element x y z (Å)
C1 -0.008 -1.303 2.010  0.0912
F1 -0.153 0.102 2.224  -0.1925
S1 -1.109 -2.112 1.235  -0.2041
S2 -0.192 1.094 -2.176  -0.2970
H1 0.875 -1.619 2.490  0.3050
H2 -0.372 2.537 -3.024  0.1552
H3 0.958 1.301 -2.758  0.1422

Results
Structure (SMILES)   FC=S.S
LUMO level   -0.43 eV
Relative energy (zero: lowest compared OMol25 entry of this formula, charge and spin)   38.4 kcal per mole
Orbital gap   9.295 eV


Molecular formula: C6H12O12S3
Method: DFT, ωB97M-V/def2-TZVPD

Last column: Mulliken charge in e.
Element x y z (Å)
C1 -3.697 -3.720 1.368  -0.3945
C2 -3.427 -4.406 2.740  -0.3040
O1 -2.230 -3.907 3.221  -0.3587
S1 -1.459 -2.907 2.121  1.1152
O2 -0.465 -3.713 1.305  -0.5233
O3 -0.945 -1.741 2.854  -0.4936
O4 -2.849 -2.631 1.270  -0.2823
H1 -4.743 -3.823 1.077  0.3836
H2 -3.284 -4.473 0.696  0.3413
H3 -3.277 -5.485 2.700  0.2742
H4 -4.163 -4.275 3.534  0.2423
C3 0.209 -1.376 -0.707  -0.2173
C4 -0.173 -0.134 -0.067  -0.1920
O5 -0.056 0.836 -1.134  -0.3405
S2 1.286 0.510 -2.048  1.0933
O6 2.571 0.740 -1.396  -0.5032
O7 1.104 0.897 -3.436  -0.5528
O8 0.940 -1.109 -1.846  -0.4249
H5 -0.636 -2.053 -0.835  0.2281
H6 0.897 -1.939 -0.076  0.2936
H7 0.392 0.202 0.802  0.2544
H8 -1.200 -0.314 0.252  0.3434
C5 2.242 4.088 -2.310  -0.2094
C6 3.429 3.933 -1.304  -0.3490
O9 2.754 3.389 -0.179  -0.2881
S3 1.325 4.088 0.091  1.0988
O10 1.489 5.376 0.730  -0.5696
O11 0.383 3.195 0.803  -0.4854
O12 1.068 4.297 -1.557  -0.3062
H9 2.134 3.271 -3.024  0.1826
H10 2.429 4.948 -2.953  0.3148
H11 3.700 4.975 -1.138  0.3219
H12 4.251 3.262 -1.556  0.3075

Results
Structure (SMILES)   O=S1(=O)OCCO1.O=S1(=O)OCCO1.O=S1(=O)OCCO1
LUMO level   0.23 eV
Relative energy (zero: lowest compared OMol25 entry of this formula, charge and spin)   71.2 kcal per mole
Orbital gap   10.965 eV


Molecular formula: C5H26N2O6
Method: DFT, ωB97M-V/def2-TZVPD

Last column: Mulliken charge in e.
Element x y z (Å)
C1 -2.998 -0.359 -0.098  -0.9268
N1 -1.611 0.134 -0.294  -0.1988
C2 -2.092 2.416 0.775  -1.2602
C3 -1.621 1.618 -0.432  0.3644
C4 -0.160 2.006 -0.805  -1.3746
N2 0.937 1.825 0.093  0.0437
C5 1.238 2.874 1.066  -0.9282
H1 -2.979 -1.449 -0.076  0.3349
H2 -3.565 0.253 0.602  0.2913
H3 -3.489 -0.134 -1.060  0.3464
H4 -0.999 -0.152 0.463  0.1130
H5 -2.737 1.910 1.508  0.2844
H6 -2.328 3.448 0.472  0.4039
H7 -1.312 2.653 1.505  0.1500
H8 -2.264 1.855 -1.271  0.5520
H9 -0.135 2.987 -1.317  0.4653
H10 0.088 1.489 -1.760  0.3479
H11 0.974 0.923 0.551  0.1924
H12 0.399 3.410 1.511  0.2984
H13 1.919 3.630 0.657  0.2906
H14 1.753 2.409 1.903  0.2602
H15 -1.476 -0.111 -3.507  0.3435
H16 -1.140 -0.567 -2.178  0.3584
O1 -1.211 -0.948 -3.079  -0.7046
H17 -1.404 -3.413 -1.594  0.2561
H18 -1.829 -2.821 -3.014  0.3729
O2 -1.804 -3.610 -2.450  -0.6338
H19 1.441 -1.174 2.312  0.2606
H20 2.419 0.002 1.991  0.3558
O3 1.491 -0.225 2.161  -0.5998
H21 -0.552 -3.008 1.270  0.2932
H22 0.249 -3.072 2.764  0.3053
O4 0.236 -2.848 1.819  -0.6130
H23 4.297 1.548 1.611  0.3106
H24 4.652 0.466 0.491  0.2967
O5 4.092 0.654 1.273  -0.6427
H25 1.893 -2.511 0.176  0.3010
H26 1.970 -1.118 -0.397  0.3159
O6 2.418 -1.967 -0.407  -0.6264

Results
Structure (SMILES)   CNC[C@H](C)NC.O.O.O.O.O.O
LUMO level   0.11 eV
Relative energy (zero: lowest compared OMol25 entry of this formula, charge and spin)   48.2 kcal per mole
Orbital gap   8.620 eV


Molecular formula: C5H9NO2
Method: DFT, ωB97M-V/def2-TZVPD

Last column: Mulliken charge in e.
Element x y z (Å)
C1 -0.418 -0.436 0.813  0.5545
C2 -1.320 0.305 1.761  -1.3715
C3 0.128 0.836 -1.898  0.1521
C4 0.839 -0.098 0.652  0.1462
N1 -1.011 -1.538 0.184  -0.5190
C5 2.087 0.235 0.540  -0.8779
O1 0.327 -0.411 -2.309  -0.3957
O2 0.953 1.696 -1.900  -0.5185
H1 1.253 -0.543 -2.573  0.3500
H2 -0.926 0.979 -1.617  0.3537
H3 -0.523 -1.852 -0.642  0.2780
H4 -2.002 -1.410 0.020  0.2580
H5 -1.766 -0.399 2.471  0.3610
H6 -0.761 1.062 2.312  0.3473
H7 -2.130 0.790 1.208  0.3189
H8 2.405 0.995 -0.162  0.3047
H9 2.866 -0.209 1.140  0.2581

Results
Structure (SMILES)   C=C=C(C)N.O=CO
LUMO level   0.79 eV
Relative energy (zero: lowest compared OMol25 entry of this formula, charge and spin)   47.7 kcal per mole
Orbital gap   8.951 eV


Molecular formula: C18H45BClN5O7P
Method: DFT, ωB97M-V/def2-TZVPD

Last column: Mulliken charge in e.
Element x y z (Å)
C1 -2.058 -0.764 -2.607  -0.5433
C2 -1.876 0.064 -3.897  -0.4585
C3 -2.303 1.510 -3.674  -0.2186
Cl1 -2.789 2.187 -5.308  -0.3185
B1 -1.173 2.527 -3.014  1.0678
O1 -0.304 3.035 -4.093  -0.7074
O2 -1.913 3.677 -2.388  -0.7473
C4 -1.797 3.905 -1.024  -0.1706
C5 -2.743 5.038 -0.591  0.2178
C6 -2.065 5.947 0.433  -1.4912
O3 -3.948 4.505 -0.010  -0.5955
P1 0.081 1.575 -1.781  0.0721
N1 1.160 0.638 -2.500  -0.4926
H1 -2.531 -0.149 -1.842  0.0031
H2 -1.127 -1.163 -2.229  0.0296
H3 -2.739 -1.594 -2.793  0.4857
H4 -2.539 -0.360 -4.653  0.4743
H5 -0.865 -0.010 -4.287  -0.1862
H6 -3.225 1.512 -3.099  0.3729
H7 0.499 3.377 -3.693  0.2273
H8 -2.094 3.033 -0.424  0.1383
H9 -0.779 4.211 -0.753  0.2212
H10 -3.042 5.583 -1.480  0.3246
H11 -1.468 5.332 1.106  0.3174
H12 -2.825 6.463 1.016  0.4142
H13 -1.424 6.670 -0.064  0.3598
H14 -3.720 4.210 0.876  0.3316
H15 -0.620 0.881 -0.760  -0.1836
H16 0.770 2.576 -1.026  -0.1212
H17 1.121 -0.312 -2.152  0.2300
C7 -0.512 -1.715 0.834  -0.1565
O4 -0.525 -2.054 -0.333  -0.6481
N2 -1.597 -1.589 1.618  0.3657
C8 -1.485 -1.177 3.007  -0.9564
C9 -2.901 -1.881 1.053  -0.9048
H18 0.428 -1.476 1.367  0.5094
H19 -1.870 -1.967 3.653  0.4037
H20 -2.046 -0.262 3.182  0.4393
H21 -0.443 -0.999 3.250  0.0619
H22 -2.939 -2.912 0.695  0.2899
H23 -3.104 -1.228 0.204  0.1547
H24 -3.661 -1.733 1.816  0.4089
C10 2.652 -2.652 -4.185  0.0538
O5 2.219 -2.154 -3.172  -0.5522
N3 2.986 -1.920 -5.269  0.1825
C11 3.489 -2.510 -6.485  -0.9466
C12 2.811 -0.472 -5.174  -0.5872
H25 2.796 -3.742 -4.321  0.2235
H26 4.488 -2.128 -6.716  0.3170
H27 2.828 -2.283 -7.325  0.3258
H28 3.549 -3.592 -6.371  0.2989
H29 3.411 -0.072 -4.358  0.2542
H30 1.773 -0.223 -4.954  0.0134
H31 3.112 -0.015 -6.115  0.3660
C13 0.202 1.864 4.891  0.0515
O6 -0.434 1.447 3.945  -0.5140
N4 1.543 1.781 4.992  0.1570
C14 2.265 2.292 6.136  -0.9382
C15 2.276 1.153 3.904  -0.7235
H32 -0.272 2.357 5.758  0.2561
H33 2.974 3.064 5.828  0.3349
H34 2.816 1.489 6.632  0.3376
H35 1.565 2.725 6.848  0.2838
H36 2.100 1.685 2.969  0.3143
H37 1.945 0.123 3.771  0.0408
H38 3.339 1.165 4.133  0.3873
C16 -0.266 -4.290 4.087  0.0997
O7 -0.424 -3.500 4.998  -0.5996
N5 0.909 -4.531 3.479  0.1765
C17 1.034 -5.477 2.387  -0.9620
C18 2.081 -3.804 3.930  -0.7650
H39 -1.100 -4.879 3.668  0.2896
H40 1.737 -6.270 2.649  0.3613
H41 1.388 -4.974 1.486  0.3633
H42 0.065 -5.922 2.176  0.2962
H43 2.274 -4.010 4.983  0.3280
H44 1.924 -2.730 3.820  0.0581
H45 2.940 -4.105 3.337  0.3964

Results
Charge   -1
LUMO level   2.03 eV
Orbital gap   5.632 eV